Computed, not measured: a molecular structure, C5H14S4Si in a non-equilibrium geometry, with ωB97M-V/def2-TZVPD.

XYZ file:
```
24
Properties=species:S:1:pos:R:3:forces:R:3
C 4.540 1.784 0.222 -1.7 3.2 -2.4
C -4.531 -1.212 -0.028 1.8 0.4 0.3
C -2.621 -1.799 -2.299 -2.0 -2.8 1.7
C 3.085 1.352 0.060 1.6 -1.2 1.9
C 2.631 0.618 1.317 -1.6 -2.2 0.3
Si -2.722 -1.178 -0.528 0.0 -0.1 -0.6
S 1.201 -0.527 0.858 -0.4 0.3 0.1
S -1.880 0.773 -0.797 0.1 0.3 0.4
S -0.633 0.339 1.624 1.3 -0.5 0.4
S -0.150 1.244 3.275 -0.3 0.2 -0.5
H 5.105 1.204 0.851 1.4 -1.6 1.3
H 4.983 1.889 -0.794 0.1 -0.2 0.8
H 4.471 2.817 0.627 0.6 -0.6 0.0
H -4.508 -1.072 1.062 -0.8 -0.2 -0.4
H -5.006 -0.434 -0.582 -0.5 0.9 0.0
H -4.922 -2.120 -0.430 -0.4 -0.9 0.4
H -2.978 -0.985 -2.847 -0.4 1.0 -1.4
H -1.703 -2.185 -2.585 2.2 0.1 -0.7
H -3.258 -2.745 -2.477 0.3 1.6 0.4
H 2.936 0.835 -0.840 -0.1 -1.4 -1.0
H 2.444 2.158 -0.037 -1.1 1.9 -0.1
H 3.316 -0.169 1.850 -0.9 2.0 -1.0
H 2.078 1.279 2.010 1.0 -0.2 0.3
H -1.879 -1.865 0.488 -0.1 -0.1 -0.2
```
Forces are in eV/Å.

The calculated total energy comes out at -2081.083427 Ha. Its LUMO energy (spin up / spin down) is -0.0701 / -0.0744 hartree. The gap between HOMO and LUMO (spin up / spin down) comes out at 0.257 / 0.237 Ha.

Computed, not measured: a molecular structure, C5H14Si in a non-equilibrium geometry, with ωB97M-V/def2-TZVPD.

XYZ file:
```
20
Properties=species:S:1:pos:R:3:forces:R:3
C -1.719 -1.238 0.052 0.4 3.4 -0.4
C -0.639 0.809 1.169 -0.8 1.6 -1.6
C -0.935 0.736 -1.403 -1.1 -2.5 1.6
C 2.512 0.495 0.198 -3.0 0.0 -1.8
C -0.585 -0.116 -0.024 -1.8 -1.1 -2.1
Si 1.164 -0.855 -0.106 1.2 2.3 -4.6
H -2.709 -0.779 0.253 0.5 -0.1 -0.3
H -1.700 -1.716 -0.873 -0.4 -0.9 -1.7
H -1.579 -1.954 0.767 0.6 -1.8 2.1
H -1.683 1.076 1.415 0.4 -0.3 0.1
H -0.180 1.772 0.864 0.1 -0.4 0.5
H -0.127 0.371 1.977 0.4 -0.2 1.4
H -1.968 1.047 -1.193 0.4 0.8 -0.1
H -0.186 1.436 -1.516 1.1 2.3 0.1
H -0.975 0.273 -2.400 0.1 -0.9 0.7
H 2.467 0.752 1.185 0.4 0.7 2.9
H 3.402 0.074 -0.086 2.4 -1.0 -0.4
H 2.393 1.441 -0.349 -0.2 -0.3 -0.2
H 1.266 -2.024 1.333 0.0 -2.0 3.3
H 1.675 -1.527 -1.435 -0.7 0.5 0.5
```
Forces are in eV/Å.

The calculated total energy comes out at -488.107355 Ha. For the relative energy (zero: lowest compared OMol25 entry of this formula, charge and spin), the calculation gives 36.5 kcal per mole. The spin multiplicity is 3. Its LUMO energy (spin up / spin down) is 0.0350 / -0.1263 hartree. The gap between HOMO and LUMO (spin up / spin down) comes out at 0.197 / 0.248 Ha.

Computed, not measured: 2 unconnected molecules or ions with the total composition C5H14Si3 in a non-equilibrium geometry, with ωB97M-V/def2-TZVPD.

XYZ file:
```
22
Properties=species:S:1:pos:R:3:forces:R:3
C 0.975 -3.530 0.363 1.5 -1.3 0.0
C 0.620 -2.471 -0.105 -0.6 0.4 -0.1
C 1.990 1.080 1.594 0.4 0.5 0.3
C -0.226 2.057 -0.350 -1.5 -0.2 1.1
C 2.503 1.091 -1.434 -2.3 0.6 -1.0
Si -4.172 -1.468 0.123 -1.3 0.5 0.8
Si -0.082 -1.016 -1.029 0.1 -1.1 0.1
Si 1.069 0.758 -0.091 3.0 1.3 -0.5
H 1.543 -4.446 0.631 -1.1 1.2 -0.1
H 2.676 0.356 2.077 -0.7 -0.2 -0.7
H 2.685 1.978 1.530 -1.2 -0.7 -0.3
H 1.213 1.296 2.342 0.3 0.1 0.0
H -0.740 2.047 0.654 0.6 1.1 -0.6
H 0.047 3.011 -0.793 0.2 0.3 0.8
H -1.086 1.758 -0.941 0.1 -0.5 -0.6
H 3.057 0.216 -1.534 1.2 -1.8 -0.1
H 2.085 1.250 -2.472 0.1 -0.1 1.0
H 3.233 1.883 -1.336 -0.1 0.5 0.7
H -4.972 -0.681 1.169 1.2 0.2 -0.3
H -5.480 -2.025 -0.271 0.3 -0.6 -0.9
H -3.533 -0.601 -0.976 -0.2 -0.7 0.9
H -3.405 -2.543 0.850 0.1 0.6 -0.6
```
Forces are in eV/Å.

The calculated total energy comes out at -1067.190811 Ha. For the relative energy (zero: lowest compared OMol25 entry of this formula, charge and spin), the calculation gives 58.3 kcal per mole. Its LUMO energy is -0.0519 hartree. The gap between HOMO and LUMO comes out at 0.247 Ha.

Computed, not measured: a single C5H15BN3O2PSi molecule in a non-equilibrium geometry, with ωB97M-V/def2-TZVPD.

XYZ file:
```
28
Properties=species:S:1:pos:R:3:forces:R:3
C 4.656 -1.534 1.046 -0.4 -0.6 0.6
C 4.129 -0.646 0.447 -0.3 0.8 -0.9
C 3.341 0.372 -0.287 -0.2 -0.3 0.8
C 1.890 0.333 0.287 0.0 -0.7 -0.7
C 0.805 0.714 -0.771 0.3 -0.2 1.5
Si -0.873 0.080 -0.106 -0.1 -0.5 0.5
N -0.694 -0.552 1.571 -0.3 0.9 -0.4
B -2.235 1.543 -0.022 -0.6 1.1 -0.6
N -1.767 2.958 0.081 0.0 -0.6 0.2
O -3.619 1.307 -0.033 1.0 0.0 0.4
P -1.533 -1.671 -1.360 0.5 -1.0 -1.4
N -3.288 -1.697 -1.343 0.5 0.2 0.2
O -1.108 -3.045 -0.504 -0.7 0.9 0.1
H 4.796 -2.380 1.679 0.5 0.1 -0.1
H 3.814 1.351 -0.172 -0.1 0.0 -0.2
H 3.261 0.116 -1.348 0.3 0.0 0.1
H 1.791 0.895 1.223 0.1 0.1 -0.2
H 1.719 -0.716 0.558 0.0 0.2 0.1
H 0.817 1.807 -0.861 -0.2 -0.2 -0.5
H 1.052 0.205 -1.709 -0.2 0.3 0.0
H -0.475 0.251 2.161 0.2 -0.3 0.2
H -1.611 -0.855 1.898 0.1 -0.2 0.0
H -1.036 2.948 0.798 0.0 0.2 -0.1
H -1.242 3.192 -0.763 -0.1 0.1 0.0
H -3.854 1.136 0.889 -0.6 -0.1 -0.2
H -3.604 -0.771 -1.632 -0.2 0.0 0.4
H -3.586 -2.325 -2.085 0.0 0.0 0.0
H -1.544 -3.016 0.359 0.2 -0.3 0.1
```
Forces are in eV/Å.

The calculated total energy comes out at -1169.971354 Ha. Its SMILES is C#CCCC[Si@@](N)(B(N)O)P(N)O. Its LUMO energy is -0.0045 hartree. The gap between HOMO and LUMO comes out at 0.278 Ha.

Computed, not measured: a molecular structure, C5H15Br2GaNO2S in a non-equilibrium geometry, with ωB97M-V/def2-TZVPD.

XYZ file:
```
27
Properties=species:S:1:pos:R:3:forces:R:3
C 1.997 -0.201 1.107 1.3 -0.3 -1.0
C 1.916 1.216 0.287 0.5 0.9 -0.5
N 0.904 2.209 0.814 -0.1 -1.1 -0.6
Ga -0.299 1.447 2.131 0.0 1.1 0.8
C -1.597 0.009 1.410 -0.5 -1.2 -0.1
S -3.025 0.742 0.401 -4.0 -5.4 1.5
O -3.393 -0.340 -0.663 1.5 3.6 2.0
O -4.240 0.981 1.352 4.1 0.4 -3.0
H 2.264 -0.031 2.238 -0.9 -0.3 -2.3
H 1.064 -0.897 0.934 1.8 1.6 0.7
H 2.923 -0.797 0.647 -1.9 1.2 0.9
H 2.986 1.735 0.377 -1.9 -1.3 -0.2
H 1.721 1.084 -0.867 0.6 -0.2 2.3
H 0.367 2.684 0.054 0.9 -0.7 0.7
H -1.235 2.674 2.655 -0.1 -0.1 -0.3
H 0.568 0.982 3.413 -0.3 -0.2 -0.2
H -2.075 -0.550 2.346 0.5 1.4 -2.2
H -1.106 -0.821 0.744 -1.2 1.7 1.0
H -2.615 1.889 -0.300 -0.2 -0.7 0.8
Br 2.455 -0.963 -2.421 0.0 -0.4 -0.3
C 0.776 -1.743 -3.035 0.1 0.2 -0.1
C -0.278 -1.694 -1.953 -0.2 -0.2 -0.1
Br 0.029 -3.072 -0.607 0.0 0.0 -0.1
H 1.001 -2.756 -3.378 -0.1 0.2 0.2
H 0.476 -1.132 -3.892 0.0 -0.1 0.2
H -1.266 -1.917 -2.367 0.2 0.1 0.1
H -0.316 -0.736 -1.427 0.1 -0.2 -0.1
```
Forces are in eV/Å.

The calculated total energy comes out at -7875.649749 Ha. Its net charge is -1. Its LUMO energy is 0.0921 hartree. The gap between HOMO and LUMO comes out at 0.259 Ha.

Computed, not measured: 2 unconnected molecules or ions with the total composition C5H15ClN3 in a non-equilibrium geometry, with ωB97M-V/def2-TZVPD.

XYZ file:
```
24
Properties=species:S:1:pos:R:3:forces:R:3
C 0.599 2.866 0.203 -0.9 -0.8 1.1
C -0.087 -1.698 -2.337 -3.7 -1.9 0.6
C -1.890 -1.040 1.825 2.3 1.5 0.1
C -0.423 0.706 0.882 -0.3 1.6 -0.9
C 0.958 -0.222 -0.678 0.9 -1.5 2.9
N 0.293 1.828 1.210 1.4 -2.1 0.9
N 1.005 -1.541 -1.410 1.2 -0.7 0.9
N -0.629 -0.192 1.845 -1.3 0.4 2.9
Cl 2.639 -0.091 0.185 -1.5 -0.2 -0.9
H -0.188 2.849 -0.520 -0.9 0.2 -0.2
H 0.643 3.802 0.708 -0.1 0.8 0.2
H 1.464 2.747 -0.381 1.6 -0.6 -0.3
H -0.186 -2.771 -2.585 0.5 0.6 -0.5
H -1.116 -1.534 -1.890 1.4 0.2 0.1
H -0.060 -1.048 -3.180 0.6 0.3 -0.6
H -1.405 -1.858 1.413 -0.7 -2.4 -1.1
H -2.231 -1.274 2.815 0.0 0.1 0.4
H -2.631 -0.550 1.239 -0.7 0.0 -0.5
H -1.251 0.854 0.161 0.9 -0.2 0.1
H 0.980 0.427 -1.469 0.3 2.1 -1.9
H 1.024 1.525 1.958 -1.3 1.4 -2.0
H 1.822 -1.619 -2.006 0.8 0.4 -0.1
H 1.167 -2.368 -0.789 -0.8 1.0 -0.2
H -0.497 0.202 2.799 0.4 -0.4 -1.1
```
Forces are in eV/Å.

The calculated total energy comes out at -823.611666 Ha. For the relative energy (zero: lowest compared OMol25 entry of this formula, charge and spin), the calculation gives 55.3 kcal per mole. Its net charge is +1. Its LUMO energy is -0.1053 hartree. The gap between HOMO and LUMO comes out at 0.339 Ha.

Computed, not measured: a molecular structure, C5H15KO5 in a non-equilibrium geometry, with ωB97M-V/def2-TZVPD.

XYZ file:
```
26
Properties=species:S:1:pos:R:3:forces:R:3
K 5.647 -25.551 -9.712 0.5 -0.4 0.6
C 8.245 -25.509 -5.970 0.7 0.7 1.4
C 7.175 -26.419 -6.557 -1.2 -0.2 2.1
O 6.305 -26.913 -5.819 0.4 0.3 0.8
O 7.174 -26.616 -7.774 0.6 0.1 -3.7
H 9.242 -25.935 -5.867 0.0 -0.5 -0.7
H 8.059 -25.243 -4.930 -0.6 -0.3 0.1
H 8.387 -24.528 -6.425 -0.2 -0.2 -0.7
C 3.072 -24.494 -11.630 0.6 -0.1 -0.8
O 4.172 -25.349 -12.005 -0.1 -0.1 0.7
H 2.997 -24.515 -10.543 -0.1 0.0 -0.1
H 3.285 -23.483 -11.976 -0.2 0.2 0.2
H 2.137 -24.830 -12.078 0.0 -0.1 0.1
H 4.505 -25.173 -12.888 -0.3 0.2 -0.1
C 6.536 -29.911 -8.730 -0.3 -0.2 -0.5
O 6.634 -28.811 -9.633 -0.1 -0.4 0.0
H 5.781 -29.665 -7.983 0.3 -0.2 0.4
H 6.209 -30.811 -9.252 0.0 0.1 -0.2
H 7.523 -30.112 -8.313 -0.1 -0.1 0.4
H 6.881 -28.142 -8.990 0.3 1.1 0.2
C 6.909 -21.854 -8.414 -0.3 2.3 1.1
O 6.472 -22.826 -9.288 -0.1 -1.9 -1.0
H 6.051 -21.263 -8.094 -0.2 0.0 0.4
H 7.404 -22.222 -7.515 -0.2 -0.6 -0.4
H 7.567 -21.096 -8.839 0.4 -0.3 -0.5
H 5.997 -22.451 -10.033 0.1 0.4 0.1
```
Forces are in eV/Å.

The calculated total energy comes out at -1175.623042 Ha. For the relative energy (zero: lowest compared OMol25 entry of this formula, charge and spin), the calculation gives 26.0 kcal per mole. Its LUMO energy is -0.0246 hartree. The gap between HOMO and LUMO comes out at 0.249 Ha.

Computed, not measured: 2 unconnected molecules or ions with the total composition C5H15N in a non-equilibrium geometry, with ωB97M-V/def2-TZVPD.

XYZ file:
```
21
Properties=species:S:1:pos:R:3:forces:R:3
C 0.318 -1.311 3.497 0.4 -0.2 -0.3
C 0.528 0.067 2.878 -0.4 -0.2 0.0
C -0.153 0.123 1.507 0.2 0.3 0.7
H 0.920 -1.502 4.380 0.0 0.2 0.3
H 0.551 -2.135 2.815 0.1 0.2 -0.2
H -0.727 -1.410 3.741 -0.4 -0.2 0.3
H 1.581 0.344 2.836 0.1 0.0 -0.1
H 0.021 0.786 3.523 0.2 0.2 0.1
H 0.268 -0.656 0.878 -0.1 0.1 -0.4
H -1.215 -0.064 1.670 0.0 -0.1 -0.3
H -0.052 1.120 1.070 0.1 -0.2 -0.2
C 0.972 0.103 -2.747 0.7 0.3 0.5
N -0.112 0.774 -3.411 -0.1 -0.6 -0.6
C -1.453 0.590 -2.893 0.4 0.5 -1.0
H 1.485 0.747 -2.036 0.1 0.3 0.4
H 0.657 -0.744 -2.145 -0.4 -0.2 -0.2
H 1.778 -0.232 -3.407 -0.3 -0.1 -0.3
H 0.094 1.723 -3.665 0.0 0.1 0.2
H -1.568 0.940 -1.870 -0.3 -0.3 0.4
H -1.785 -0.428 -3.079 0.1 -0.3 0.6
H -2.108 1.164 -3.542 -0.2 0.3 0.1
```
Forces are in eV/Å.

The calculated total energy comes out at -254.219092 Ha. Its SMILES is CCC.CNC. For the relative energy (zero: lowest compared OMol25 entry of this formula, charge and spin), the calculation gives 14.4 kcal per mole. Its LUMO energy is 0.0397 hartree. The gap between HOMO and LUMO comes out at 0.346 Ha.

Which value of calculated total energy does entry 6 give? -823.611666 Ha